DFT (wB97M-V/def2-TZVPD) results for C4H7NO2 in the gas phase.

Results
Multiplicity ... 1
F_max ... 0.013 Eh/bohr
DFT total energy ... -9843.693 eV
Structure (SMILES) ... C/C(=N\O)[C@H]1CO1

Geometry (Å):
C  1.079  1.198  0.200
C  0.169  0.025  0.413
N  -0.474  -0.205  1.491
O  -0.221  0.777  2.442
C  0.028  -1.011  -0.666
C  -1.114  -1.030  -1.578
O  0.153  -0.539  -1.998
H  1.893  1.178  0.933
H  1.486  1.183  -0.812
H  0.539  2.136  0.360
H  -0.761  0.493  3.190
H  0.540  -1.954  -0.474
H  -1.421  -1.971  -2.033
H  -1.896  -0.281  -1.468

Which charges does Löwdin predict for the atoms? In e, they are: C -0.0147; C -0.2977; N 0.0381; O -0.0637; C -0.2531; C -0.0982; O -0.0419; H 0.0890; H 0.0794; H 0.0891; H 0.0941; H 0.1484; H 0.1118; H 0.1193

=====

DFT (wB97M-V/def2-TZVPD) results for a molecular structure, C4H7NO2.

Results
Multiplicity ... 1
F_max ... 0.008 Eh/bohr
DFT total energy ... -9841.853 eV

Geometry (Å):
O  1.594  -0.535  1.182
C  0.314  -0.707  0.901
C  -0.627  0.472  1.087
O  -0.217  1.631  0.372
C  -0.035  1.489  -0.954
N  0.084  0.438  -1.651
C  0.139  -0.845  -1.010
H  1.125  -0.831  -0.083
H  -0.171  -1.663  1.185
H  -1.658  0.217  0.811
H  -0.588  0.745  2.146
H  0.015  2.465  -1.434
H  -0.814  -1.379  -0.993
H  0.840  -1.497  -1.559

Which charges does Löwdin predict for the atoms? In e, they are: O -0.1133; C -0.3901; C -0.1252; O -0.0248; C -0.2195; N 0.0505; C -0.1271; H 0.1380; H 0.1456; H 0.1366; H 0.1446; H 0.1358; H 0.1204; H 0.1286

=====

DFT (wB97M-V/def2-TZVPD) results for C4H7NO2 in the gas phase.

Results
Multiplicity ... 1
F_max ... 0.066 Eh/bohr
DFT total energy ... -9844.654 eV
Structure (SMILES) ... C[C@H](O)CN=C=O

Geometry (Å):
C  -1.321  -0.951  0.107
C  -0.347  -0.089  -0.692
O  0.962  -0.632  -0.862
C  -0.016  1.249  0.023
N  1.270  1.042  0.716
C  1.703  -0.133  0.894
O  2.413  -0.984  1.263
H  -0.972  -1.135  1.130
H  -1.515  -1.916  -0.371
H  -2.277  -0.414  0.177
H  -0.745  0.079  -1.695
H  1.507  0.271  -0.698
H  -0.792  1.567  0.723
H  0.129  2.046  -0.715

Which charges does Löwdin predict for the atoms? In e, they are: C -0.0359; C -0.3944; O -0.0694; C -0.1458; N 0.0819; C -0.3929; O 0.1933; H 0.0872; H 0.0833; H 0.0867; H 0.1396; H 0.1289; H 0.1181; H 0.1191

=====

DFT (wB97M-V/def2-TZVPD) results for C4H7NO2 in the gas phase.

Results
Multiplicity ... 1
F_max ... 0.010 Eh/bohr
DFT total energy ... -9845.516 eV
Structure (SMILES) ... [H]/N=C(\C)OCC=O

Geometry (Å):
H  -0.860  1.927  -1.047
N  -0.187  1.163  -1.013
C  -0.704  0.127  -0.512
C  -2.078  -0.071  0.060
O  0.049  -1.006  -0.376
C  1.215  -0.868  0.425
C  2.132  0.293  0.070
O  2.577  1.026  0.919
H  -2.014  0.043  1.151
H  -2.791  0.658  -0.323
H  -2.437  -1.081  -0.148
H  0.949  -0.765  1.481
H  1.756  -1.812  0.302
H  2.419  0.371  -0.993

Which charges does Löwdin predict for the atoms? In e, they are: H 0.0737; N 0.1835; C -0.4864; C -0.0024; O -0.0629; C -0.1422; C -0.2643; O 0.0515; H 0.0947; H 0.0798; H 0.0857; H 0.1312; H 0.1346; H 0.1234

=====

DFT (wB97M-V/def2-TZVPD) results for C4H7NO2 in the gas phase.

Results
Multiplicity ... 1
F_max ... 0.014 Eh/bohr
DFT total energy ... -9842.322 eV
Structure (SMILES) ... C[C@]1(C=O)CN1O

Geometry (Å):
C  -1.019  -1.376  0.112
C  -0.009  -0.244  -0.080
C  0.920  -0.455  -1.239
O  1.443  -1.542  -1.355
C  0.972  0.713  0.744
N  -0.415  0.917  0.640
O  -0.873  2.103  0.058
H  -1.896  -1.046  -0.472
H  -0.696  -2.333  -0.298
H  -1.366  -1.488  1.140
H  1.219  0.398  -1.867
H  1.553  1.408  0.111
H  1.468  0.457  1.671
H  -1.301  2.488  0.835

Which charges does Löwdin predict for the atoms? In e, they are: C -0.0074; C -0.3481; C -0.2376; O 0.0478; C -0.0167; N -0.1395; O -0.0118; H 0.0945; H 0.0729; H 0.0793; H 0.1315; H 0.1225; H 0.1089; H 0.1035

=====

DFT (wB97M-V/def2-TZVPD) results for a molecular structure, C4H7NO2.

Results
Multiplicity ... 1
F_max ... 0.012 Eh/bohr
DFT total energy ... -9841.216 eV

Geometry (Å):
O  1.269  -0.792  -1.607
C  0.322  -0.783  -0.873
C  -0.327  -1.736  0.112
N  -1.254  -0.641  0.506
C  -0.615  0.336  -0.401
C  0.221  1.392  0.324
O  0.980  0.947  1.315
H  1.467  1.414  0.041
H  1.047  1.722  -0.759
H  0.374  -2.067  0.887
H  -0.833  -2.603  -0.328
H  -1.108  -0.380  1.478
H  -1.291  0.774  -1.145
H  -0.239  2.394  0.410

Which charges does Löwdin predict for the atoms? In e, they are: O 0.1233; C -0.3478; C -0.0880; N 0.0107; C -0.2237; C -0.3714; O -0.1488; H 0.1999; H 0.2033; H 0.1308; H 0.1184; H 0.1054; H 0.1498; H 0.1382

=====

DFT (wB97M-V/def2-TZVPD) results for a molecular structure, C4H7NO2.

Results
Multiplicity ... 1
F_max ... 0.022 Eh/bohr
DFT total energy ... -9842.088 eV

Geometry (Å):
C  -1.142  -0.323  -0.303
C  0.020  0.393  0.247
N  0.068  1.704  0.605
C  1.030  -0.516  0.073
C  2.340  -0.664  -0.121
O  -1.992  0.423  -1.081
O  -1.912  -1.126  0.546
H  -1.343  -1.798  0.946
H  -2.898  0.138  -0.896
H  0.904  2.236  0.418
H  -0.796  2.221  0.652
H  -0.066  -1.225  -0.635
H  2.958  0.154  -0.484
H  2.830  -1.617  0.031

Which charges does Löwdin predict for the atoms? In e, they are: C -0.4342; C -0.3118; N 0.1497; C -0.1742; C -0.0127; O 0.0626; O 0.0148; H 0.1093; H 0.1128; H 0.1046; H 0.1046; H 0.1884; H 0.0466; H 0.0395

=====

DFT (wB97M-V/def2-TZVPD) results for C4H7NO2 in the gas phase.

Results
Multiplicity ... 1
F_max ... 0.026 Eh/bohr
DFT total energy ... -9842.968 eV

Geometry (Å):
C  -1.854  -0.659  -0.205
C  -0.403  -0.231  -0.282
C  -0.052  1.132  0.222
N  1.422  1.103  0.088
C  2.157  0.027  0.120
O  3.149  -0.561  0.341
O  0.451  -1.134  0.507
H  -2.247  -0.543  0.810
H  -1.947  -1.709  -0.501
H  -2.463  -0.052  -0.883
H  0.003  -0.459  -1.288
H  0.276  -0.868  1.433
H  -0.429  1.968  -0.387
H  1.937  1.986  0.026

Which charges does Löwdin predict for the atoms? In e, they are: C -0.0568; C -0.4824; C -0.1480; N 0.0464; C -0.2385; O 0.1872; O -0.0489; H 0.0802; H 0.0800; H 0.0834; H 0.1370; H 0.1201; H 0.0657; H 0.1748

=====

DFT (wB97M-V/def2-TZVPD) results for C4H7NO2 in the gas phase.

Results
Multiplicity ... 1
F_max ... 0.035 Eh/bohr
DFT total energy ... -9844.859 eV
Structure (SMILES) ... [H]/N=C(\C)OCC=O

Geometry (Å):
H  -0.288  1.866  -0.198
N  -0.084  0.958  -0.522
C  -0.750  -0.065  -0.220
C  -2.258  -0.112  -0.122
O  0.012  -1.131  0.155
C  1.286  -0.625  0.651
C  2.116  0.089  -0.409
O  2.867  1.003  -0.158
H  -2.641  -0.972  0.424
H  -2.542  0.806  0.407
H  -2.741  -0.041  -1.106
H  1.116  0.093  1.464
H  1.834  -1.485  1.043
H  2.075  -0.384  -1.411

Which charges does Löwdin predict for the atoms? In e, they are: H 0.0839; N 0.1555; C -0.4576; C 0.0074; O -0.0249; C -0.1337; C -0.2986; O 0.0225; H 0.0782; H 0.0878; H 0.0885; H 0.1323; H 0.1305; H 0.1281

=====

M? In order: 101.10 101.10 101.10 101.10 101.10 101.10 101.10 101.10 101.10 g mol⁻¹.
Energy relative to the best compared isomer or geometry (same formula, charge and spin)? In order: 346.0 523.6 253.4 170.2 478.4 585.1 501.0 416.0 233.6 kJ/mol.